Density functional theory data (ωB97M-V/def2-TZVPD) for the ion C6H13N with charge -1 at a distorted geometry.

Values from the calculation:
**Energy relative to the best compared isomer or geometry (same formula, charge and spin)**: 178.7 kJ/mol
**HOMO energy (spin up / spin down)**: 1.523 / -4.205 eV
**DFT total energy**: -291.03625 a.u.
**LUMO level (spin up / spin down)**: 0.1566 / 0.1595 hartree
**Spin multiplicity**: 2
**Total charge**: -1

Positions of all 20 atoms, in Å:
N1 0.1412 -0.1551 0.1603
C1 0.5897 -2.6975 0.5673
C2 0.9633 1.0954 0.1165
C3 0.3397 1.8609 -0.9107
C4 0.3967 -1.2489 1.2074
C5 -1.1329 1.3135 -1.1057
C6 -1.3108 0.0832 -0.1875
H1 1.2741 -0.9462 1.6403
H2 -0.4021 -2.7914 0.0764
H3 0.1670 2.9553 -0.7723
H4 1.0043 1.5410 1.1590
H5 -1.4462 1.2094 -2.1618
H6 -1.7884 -0.8193 -0.5680
H7 0.8282 -3.4190 1.2681
H8 -0.3142 -1.2833 2.1203
H9 1.4059 -2.7747 -0.1429
H10 0.7869 1.6936 -1.9964
H11 -1.7660 0.3355 0.8239
H12 2.0441 0.8497 -0.0413
H13 -1.8565 2.0947 -0.6510

Cartesian forces (eV/Å) of the 2 atoms listed first:
-0.52 -2.54 0.62
-1.75 3.36 -1.10